Record 1
# C25H52N6O7

A cluster of 9 separate species, C25H52N6O7 in total in a non-equilibrium geometry (the ωB97M-V functional and the def2-TZVPD basis, the OMol25 dataset).

charge = +1
2S+1 = 2
HOMO (alpha / beta) = -10.7603 / -10.7603 eV
E_tot = -50029.9736 eV

Geometry as XYZ:
```
90
Properties=species:S:1:pos:R:3:mulliken_spin:R:1
C -1.38589 -1.95568 5.67877 -0.14
O -1.97347 -1.96262 6.75256 0.37
N -1.65887 -2.74848 4.61255 0.59
C -0.94514 -2.63906 3.34468 0.04
C -2.51290 -3.93051 4.63697 0.01
H -0.57226 -1.24818 5.45593 -0.01
H -0.25776 -3.48190 3.27231 0.04
H -0.33375 -1.73763 3.30354 0.00
H -1.62806 -2.82168 2.51499 0.02
H -2.99807 -4.22952 3.70783 0.01
H -1.81554 -4.71957 4.91834 0.04
H -3.27439 -3.80277 5.40634 0.01
C -2.66424 -2.43125 -2.71842 0.00
O -3.59739 -1.83715 -3.26921 0.00
N -2.24183 -3.66132 -3.05406 0.00
C -1.06883 -4.23844 -2.42590 0.00
C -2.98536 -4.51294 -4.01512 0.00
H -1.93405 -2.02170 -2.00336 0.00
H -1.21668 -5.28211 -2.14842 0.00
H -0.90633 -3.61756 -1.54488 0.00
H -0.25247 -4.30146 -3.14541 0.00
H -2.57062 -4.41571 -5.01844 0.00
H -2.89656 -5.55328 -3.70221 0.00
H -4.02898 -4.20004 -4.04763 0.00
C 2.69714 4.50888 2.55889 0.00
O 3.23748 5.57779 2.33820 0.00
N 2.52096 4.00689 3.78077 0.00
C 1.73091 2.85954 4.02406 0.00
C 2.98135 4.77313 4.96686 0.00
H 2.36388 3.87627 1.72166 0.00
H 0.84406 3.14764 4.58851 0.00
H 2.26240 2.17557 4.68574 0.00
H 1.44800 2.32528 3.11707 0.00
H 3.58204 4.10013 5.57870 0.00
H 3.63926 5.63408 4.84850 0.00
H 2.18885 5.15782 5.60877 0.00
C -1.53484 1.16661 -5.53915 0.00
O -1.41411 2.16171 -4.86419 0.00
N -0.59730 0.23122 -5.52266 0.00
C -0.71295 -0.94343 -6.39692 0.00
C 0.76943 0.47755 -4.93262 0.00
H -2.41775 0.88095 -6.13166 0.00
H -0.47709 -1.81333 -5.78393 0.00
H 0.10282 -0.87846 -7.11692 0.00
H -1.69038 -1.26561 -6.75600 0.00
H 1.16722 -0.53095 -4.81949 0.00
H 1.46983 1.06743 -5.52388 0.00
H 0.63715 0.96167 -3.96504 0.00
C 4.50052 -3.00517 0.21044 0.00
C 3.06099 -2.50692 0.28297 0.00
O 2.57032 -2.09890 -0.75802 0.00
C 2.22069 -2.70441 1.49968 0.01
H 4.93399 -2.61746 -0.71146 0.00
H 4.60848 -4.08918 0.17352 0.00
H 4.85901 -2.66820 1.18308 0.00
H 2.59275 -2.03694 2.27695 0.00
H 2.27074 -3.75538 1.78437 0.00
H 1.15078 -2.61226 1.31282 0.00
C 0.35587 0.22318 1.11648 0.00
C -0.34776 -0.43499 -0.07677 0.00
O -1.12029 -1.38047 0.06246 0.01
C 0.18094 -0.02350 -1.47221 0.00
H 1.11259 0.93196 0.78013 0.00
H 0.87716 -0.50968 1.73233 0.00
H -0.23403 0.76745 1.85397 0.00
H 0.76100 -0.86259 -1.85634 0.00
H 0.84930 0.83750 -1.48126 0.00
H -0.67257 0.31169 -2.06151 0.00
C -2.70271 3.06328 2.13487 0.00
C -4.20237 3.21076 2.07841 0.00
O -4.79583 3.25453 3.13937 0.00
C -4.96989 3.08545 0.80194 0.00
H -2.41941 2.02421 2.30273 0.00
H -2.25404 3.55616 2.99734 0.00
H -2.34756 3.49572 1.19947 0.00
H -6.04569 3.13958 0.96870 0.00
H -4.65636 2.18029 0.28184 0.00
H -4.74707 3.99743 0.24809 0.00
C -0.13189 4.34945 -3.13788 0.00
C 0.12281 3.79475 -1.85980 0.00
N 0.28735 3.32594 -0.85165 0.00
H -1.17228 4.28622 -3.45677 0.00
H 0.54670 3.85279 -3.83138 0.00
H 0.14089 5.40472 -3.14836 0.00
C 4.27868 0.63852 -0.92716 0.00
C 4.36035 0.75894 0.50892 0.00
N 4.44128 0.81554 1.66058 0.00
H 3.30676 0.19465 -1.14267 0.00
H 4.95802 -0.09725 -1.35753 0.00
H 4.39284 1.59477 -1.43769 0.00
```

***

Record 2
# C26H41N2O2

The ion C26H41N2O2 with charge +1 (the ωB97M-V functional and the def2-TZVPD basis, the OMol25 dataset).

charge = +1
energy above the lowest of the compared OMol25 structures with the same formula, charge and spin = 21.0 kJ/mol
structure (SMILES) = CC(C)[NH+](CCNC[C@H](O)COc1ccc(C(C)(C)c2ccccc2)cc1)C(C)C
HOMO = -10.6291 eV
E_tot = -34697.1454 eV

Geometry as XYZ:
```
71
Properties=species:S:1:pos:R:3:mulliken_charge:R:1
C -0.87214 0.32945 2.19608 -1.49
C -0.55928 1.74115 2.67607 0.83
C -0.92755 1.89785 4.14719 -1.92
N 0.86936 2.08375 2.35705 0.96
C 1.89036 1.68846 3.35452 -0.82
C 2.52555 0.36099 2.86756 -0.75
N 2.43420 0.35849 1.41152 0.03
C 2.25602 -0.93535 0.76319 -0.93
C 3.59410 -1.69380 0.63180 0.18
O 4.53156 -0.83843 0.02057 -0.65
C 3.46028 -3.00442 -0.16445 -0.85
O 3.15644 -2.73907 -1.51317 -0.52
C 1.85342 -2.58148 -1.92554 0.21
C 0.72186 -2.92153 -1.19468 -0.58
C -0.53305 -2.65123 -1.70662 -0.14
C -0.70648 -2.05694 -2.95131 -0.21
C -2.12263 -1.75375 -3.41136 2.65
C -2.81910 -3.09127 -3.69453 -2.11
C -2.17418 -0.90860 -4.69142 -2.13
C -2.79116 -0.94559 -2.30907 -0.46
C -4.04681 -1.23923 -1.79648 -0.21
C -4.61174 -0.45029 -0.80734 -0.88
C -3.93533 0.65180 -0.31827 -0.55
C -2.68465 0.95932 -0.82729 -0.61
C -2.11888 0.16620 -1.80667 -0.12
C 0.43094 -1.77245 -3.69601 -0.16
C 1.69192 -2.02429 -3.19094 -0.96
C 1.07841 3.46347 1.80518 0.30
C 0.62868 4.55520 2.76435 -1.49
C 0.41558 3.59916 0.43948 -1.52
H -1.93535 0.13879 2.31294 0.55
H -0.63297 0.20093 1.14307 0.23
H -0.33717 -0.41342 2.78053 0.26
H -1.16721 2.43676 2.09583 0.18
H -0.56234 1.06742 4.74626 0.46
H -0.56569 2.83079 4.56776 0.40
H -2.01135 1.89798 4.22897 0.46
H 1.21077 1.40872 1.56757 -0.11
H 1.46551 1.57361 4.34720 0.31
H 2.65573 2.46292 3.40320 0.52
H 1.95708 -0.48778 3.25278 0.41
H 3.54615 0.28076 3.24797 0.44
H 3.26742 0.77700 0.99768 0.30
H 1.53119 -1.52902 1.32088 0.28
H 1.85807 -0.73747 -0.23643 0.18
H 3.97963 -1.92321 1.63311 0.48
H 4.51922 -1.01994 -0.92988 0.44
H 4.43723 -3.49657 -0.18303 0.36
H 2.74207 -3.67701 0.31018 0.37
H 0.79547 -3.39291 -0.22689 0.33
H -1.39880 -2.89877 -1.11001 0.48
H -3.80722 -2.93051 -4.11805 0.49
H -2.91088 -3.69119 -2.79285 0.43
H -2.23043 -3.65411 -4.41591 0.42
H -1.77179 -1.46297 -5.53545 0.47
H -3.20962 -0.65895 -4.91341 0.43
H -1.62136 0.02056 -4.57694 0.44
H -4.60267 -2.08615 -2.16444 0.39
H -5.58998 -0.69704 -0.42274 0.41
H -4.38299 1.27128 0.44514 0.48
H -2.15385 1.83164 -0.47052 0.48
H -1.13975 0.41230 -2.19477 0.40
H 0.35007 -1.33757 -4.67859 0.42
H 2.57319 -1.79143 -3.76794 0.47
H 2.15957 3.55084 1.65496 0.50
H 1.09895 4.44653 3.73834 0.39
H -0.45042 4.56344 2.88729 0.29
H 0.92190 5.52055 2.36111 0.48
H 0.65900 2.75438 -0.20141 0.34
H 0.78267 4.50082 -0.04273 0.51
H -0.66475 3.69048 0.50981 0.35
```

***

Record 3
# C43H52Cl2N4O3PPt

A structure of composition C43H52Cl2N4O3PPt in a non-equilibrium geometry (the ωB97M-V functional and the def2-TZVPD basis, the OMol25 dataset).

charge = +1
energy above the lowest of the compared OMol25 structures with the same formula, charge and spin = 82.5 kJ/mol
HOMO = -9.3810 eV
E_tot = -95114.4494 eV

Geometry as XYZ:
```
106
Properties=species:S:1:pos:R:3:mulliken_charge:R:1
Pt 0.06996 0.45040 0.07846 3.88
C 0.02768 5.54014 2.20910 -0.58
C 0.95977 4.90561 3.02686 -0.70
C 1.21796 3.55857 2.86840 -0.39
C 0.54272 2.84389 1.87776 0.30
C -0.37903 3.46993 1.05547 -0.21
C -0.64069 4.81991 1.23103 -0.93
N 0.79763 1.43661 1.67188 0.57
N 1.47456 0.89433 2.52952 -0.61
C 1.70914 -0.50938 2.49377 0.10
C 2.45710 -1.01082 3.53570 -0.42
C 2.66004 -2.38318 3.59846 -0.54
C 2.09736 -3.18128 2.62600 -0.81
C 1.36146 -2.57209 1.60856 -0.67
N 1.19022 -1.26361 1.54316 0.12
H -0.17529 6.59613 2.33794 0.44
H 1.48614 5.46487 3.79010 0.43
H 1.93646 3.04773 3.49341 0.49
H -0.90314 2.89601 0.30367 0.34
H -1.37325 5.30745 0.60011 0.45
H 2.84870 -0.32960 4.28045 0.56
H 3.23492 -2.81724 4.40522 0.44
H 2.21450 -4.25679 2.64754 0.50
H 0.89540 -3.16364 0.82612 0.51
Cl -7.98017 -1.16128 0.22320 -0.24
C -7.19696 -2.65029 0.66929 0.44
C -7.75328 -3.84205 0.24454 -0.57
C -7.14902 -5.04009 0.59080 -0.45
C -5.97182 -5.02576 1.31781 -0.68
C -5.40969 -3.82197 1.70785 0.88
Cl -3.87262 -3.85109 2.51106 -0.15
C -6.02419 -2.59752 1.43816 -0.65
N -5.47736 -1.38420 1.83705 0.00
C -5.01455 -1.08874 3.14346 -0.21
C -5.44320 -1.84718 4.22742 -0.07
C -5.01423 -1.54971 5.50958 -0.68
C -4.16303 -0.47609 5.72611 -0.85
C -3.74097 0.27711 4.64453 -0.24
C -4.14550 -0.01754 3.34662 0.42
C -3.57651 0.77263 2.19330 -0.90
C -2.12615 0.42391 1.88870 0.78
O -1.34220 0.04151 2.72919 -0.52
O -1.82778 0.63791 0.61180 -0.77
H -8.66231 -3.82450 -0.34224 0.41
H -7.58963 -5.98027 0.28442 0.38
H -5.46456 -5.94795 1.57104 0.43
H -5.77141 -0.59639 1.28888 0.38
H -6.13187 -2.66834 4.05865 0.51
H -5.35537 -2.15310 6.34220 0.40
H -3.83392 -0.22836 6.72768 0.40
H -3.06272 1.10955 4.80011 0.39
H -3.57592 1.84155 2.42913 0.35
H -4.13194 0.65105 1.26862 0.17
O 1.99246 0.44722 -0.69031 -1.62
P 2.19659 0.48044 -2.21582 -0.02
C 3.24599 -0.90684 -2.72013 0.74
C 4.75373 -0.66354 -2.49034 -1.70
C 5.19143 -0.69642 -1.01539 -0.61
C 4.40757 -1.73522 -0.19120 0.27
C 3.85181 -2.82425 -1.10156 -1.47
C 2.78950 -2.23551 -2.03799 -0.33
C 0.55343 0.48369 -3.00251 0.13
C 0.54365 0.44786 -4.54490 -1.49
C 0.46545 -0.96436 -5.13423 -0.60
C -0.69795 -1.75387 -4.53646 -1.03
C -0.54473 -1.86500 -3.02096 -0.79
C -0.50864 -0.46706 -2.42180 -0.31
C 3.01151 2.03022 -2.75679 0.22
C 2.02717 3.17307 -3.08544 -2.20
C 1.49482 3.78677 -1.79123 0.90
C 2.62333 4.55181 -1.06931 -0.84
C 4.00839 4.01417 -1.46610 -1.32
C 4.00084 2.49320 -1.63517 -0.62
H 3.08727 -0.96559 -3.80092 0.66
H 5.07004 0.26693 -2.96243 0.56
H 5.27166 -1.45829 -3.02959 0.52
H 5.08201 0.28862 -0.56126 0.15
H 6.25623 -0.93362 -0.99216 0.52
H 3.57150 -1.24861 0.31664 -0.54
H 5.04981 -2.16498 0.57890 0.62
H 3.39804 -3.62751 -0.51770 0.58
H 4.66238 -3.27540 -1.68119 0.52
H 1.89552 -2.06111 -1.43441 -0.43
H 2.53033 -2.96679 -2.80460 0.40
H 0.25233 1.48281 -2.67898 0.28
H 1.41241 0.97626 -4.94481 0.40
H -0.33750 1.00298 -4.87944 0.56
H 1.39621 -1.51301 -4.95760 0.14
H 0.35027 -0.88260 -6.21531 0.46
H -0.73838 -2.75476 -4.96737 0.50
H -1.64359 -1.25856 -4.78138 0.35
H 0.37301 -2.40584 -2.80012 0.01
H -1.36956 -2.42863 -2.58381 0.60
H -0.39445 -0.63116 -1.30928 -0.67
H -1.48211 -0.00072 -2.56401 0.97
H 3.56414 1.76297 -3.66244 1.13
H 1.22282 2.85108 -3.74309 0.55
H 2.57751 3.93138 -3.64661 0.61
H 1.12727 2.98219 -1.14588 -1.06
H 0.64520 4.44207 -1.98814 0.88
H 2.48527 4.47259 0.01295 0.18
H 2.56990 5.61298 -1.31741 0.30
H 4.74596 4.27862 -0.70734 0.52
H 4.34190 4.48463 -2.39439 0.37
H 3.71060 2.05326 -0.67912 -0.05
H 5.00825 2.14471 -1.85774 0.45
```

***

Record 4
# C37H39AsBrF4MnN3PS

A structure of composition C37H39AsBrF4MnN3PS (the ωB97M-V functional and the def2-TZVPD basis, the OMol25 dataset).

charge = +2
2S+1 = 5
HOMO (alpha / beta) = -12.6847 / -12.9294 eV
E_tot = -236654.6791 eV

Geometry as XYZ:
```
88
Properties=species:S:1:pos:R:3:mulliken_spin:R:1
Mn 0.04159 0.02152 -0.36279 3.95
C -2.15190 2.22605 0.20425 0.03
N -2.00102 0.74902 0.24244 -0.05
C -3.10547 0.17558 -0.57286 0.04
C -2.14221 0.30290 1.63584 0.05
C -3.16627 0.72851 2.46962 -0.02
C -3.18271 0.32047 3.79421 0.02
C -2.16845 -0.49282 4.28267 -0.01
C -1.15721 -0.93975 3.45014 0.01
C -1.16322 -0.56915 2.10103 -0.06
N -0.21842 -0.99491 1.16511 -0.06
C 0.34404 -2.27718 1.18497 0.01
C -0.16358 -3.37858 1.87987 0.01
C 0.50785 -4.58869 1.81521 -0.01
C 1.66720 -4.72539 1.06722 0.02
C 2.15391 -3.64620 0.34445 -0.02
C 1.47637 -2.44053 0.38960 0.03
N 1.89623 -1.25098 -0.36849 -0.08
C 3.02704 -0.65568 0.39805 0.04
C 2.36954 -1.66895 -1.72541 0.02
H -3.16522 2.50139 0.49779 0.00
H -1.98073 2.58193 -0.80433 0.01
H -1.43530 2.67806 0.87747 0.00
H -4.06000 0.58980 -0.24265 0.00
H -3.13170 -0.90362 -0.45146 0.00
H -2.95574 0.43294 -1.62108 -0.01
H -3.95121 1.37647 2.10411 0.00
H -3.98009 0.64592 4.44732 0.00
H -2.16829 -0.78710 5.32361 0.00
H -0.37621 -1.57848 3.83712 0.00
H -1.07181 -3.29495 2.45664 0.00
H 0.11276 -5.43801 2.35584 0.00
H 2.18207 -5.67490 1.03110 0.00
H 3.04390 -3.75798 -0.26050 0.00
H 3.86074 -1.35945 0.40613 0.00
H 2.69213 -0.47992 1.41864 -0.01
H 3.33732 0.29391 -0.02951 0.00
H 3.44346 -1.85854 -1.70816 0.00
H 2.17478 -0.89846 -2.46531 -0.01
H 1.86394 -2.58146 -2.02474 0.00
F -1.20612 -2.86485 -6.91813 0.00
C -0.89924 -1.98670 -5.99279 0.00
C -0.48511 -0.71384 -6.34006 0.00
F -0.40151 -0.36320 -7.60573 0.00
C -0.17025 0.19594 -5.33844 0.00
F 0.17610 1.41679 -5.73112 0.00
C -0.23184 -0.11351 -3.98272 -0.04
P 0.20428 1.15983 -2.72973 0.03
C 1.76715 1.97140 -3.20175 -0.03
C 1.78394 3.00824 -4.14213 0.00
C 2.97384 3.62982 -4.47605 0.00
C 4.16246 3.23383 -3.87907 0.00
C 4.15586 2.22479 -2.92944 0.00
C 2.96345 1.60772 -2.58955 0.01
C -1.04157 2.44746 -2.99087 -0.02
C -2.26854 2.16547 -3.58599 0.00
C -3.23289 3.15788 -3.69813 0.00
C -2.97208 4.43561 -3.22646 0.00
C -1.74424 4.72528 -2.64448 0.00
C -0.78250 3.73795 -2.52059 0.00
C -0.67718 -1.40286 -3.66773 0.01
Br -0.92041 -2.03620 -1.89502 0.05
C -1.00197 -2.32344 -4.64716 -0.01
F -1.41922 -3.53966 -4.32800 0.00
H 0.87119 3.33698 -4.61448 0.00
H 2.97279 4.42519 -5.20859 0.00
H 5.09146 3.71755 -4.14951 0.00
H 5.07675 1.92296 -2.44915 0.00
H 2.96986 0.84581 -1.82702 0.00
H -2.48191 1.17744 -3.97698 0.00
H -4.18087 2.93420 -4.16817 0.00
H -3.72056 5.21036 -3.32320 0.00
H -1.53354 5.72662 -2.29374 0.00
H 0.16769 3.96600 -2.05387 0.00
C 3.02837 3.80162 2.59859 0.00
As 1.35186 2.89349 2.39896 0.02
C -0.05034 4.15860 2.75862 0.00
C 1.24115 1.51840 3.73590 0.01
S 1.21037 2.12390 0.42643 0.08
H 3.06133 4.29074 3.57094 0.00
H 3.12312 4.53783 1.80281 0.00
H 3.83190 3.07199 2.51951 0.00
H 0.14190 4.65888 3.70693 0.00
H -0.99969 3.62893 2.81417 0.00
H -0.07688 4.89013 1.95306 0.00
H 1.36236 1.95806 4.72540 0.00
H 2.02946 0.78871 3.55898 0.00
H 0.26716 1.03544 3.65831 0.00
```

***

Question: The lowest E_tot belongs to which entry?
Answer: C37H39AsBrF4MnN3PS

***

Question: Among the records above, which one has the lowest E_tot?
Answer: C37H39AsBrF4MnN3PS

***

Question: Among the records above, which one has the lowest E_tot?
Answer: C37H39AsBrF4MnN3PS

***

Question: What is the E_tot in the first record?
Answer: -50029.9736 eV